(1)
This record from OMol25 describes a structure of composition C41H54Cl5NO6SeW. The level of theory is the ωB97M-V functional and the def2-TZVPD basis.

Last column: Löwdin charge in e.
Geometry (Å):
1 W -0.66 -0.10 1.77  1.83
2 C 2.43 -5.25 -3.24  -0.05
3 C 1.31 -4.26 -3.61  -0.56
4 C 0.02 -5.05 -3.84  -0.07
5 C 1.68 -3.54 -4.91  -0.05
6 C 1.16 -3.25 -2.47  -0.17
7 C 0.05 -3.20 -1.64  -0.06
8 C 0.00 -2.28 -0.61  -0.47
9 Se -1.48 -2.18 0.57  0.97
10 C -1.51 0.57 -0.12  -0.25
11 C -2.29 0.33 -1.22  -0.07
12 C -2.42 1.33 -2.18  -0.15
13 C -1.68 2.51 -2.03  0.04
14 C -0.87 2.79 -0.93  -0.09
15 C -0.86 1.79 0.04  -0.36
16 O -0.31 1.79 1.28  -0.27
17 C -0.10 4.12 -0.89  -0.53
18 C -1.12 5.28 -0.81  -0.04
19 C 0.85 4.24 0.30  -0.06
20 C 0.73 4.27 -2.18  -0.04
21 C -3.34 1.09 -3.38  -0.56
22 C -4.75 0.74 -2.89  -0.05
23 C -2.78 -0.07 -4.22  -0.04
24 C -3.44 2.33 -4.28  -0.07
25 C 1.02 -1.38 -0.37  -0.31
26 O 0.90 -0.50 0.67  -0.29
27 C 2.14 -1.37 -1.21  -0.08
28 C 2.18 -2.33 -2.22  0.02
29 C 3.25 -0.33 -1.06  -0.52
30 C 2.63 1.07 -1.21  -0.04
31 C 4.34 -0.47 -2.11  -0.07
32 C 3.91 -0.46 0.33  -0.04
33 H 2.54 -6.02 -4.01  0.09
34 H 2.21 -5.74 -2.28  0.09
35 H 3.39 -4.74 -3.13  0.08
36 H 0.14 -5.69 -4.72  0.08
37 H -0.83 -4.38 -4.02  0.09
38 H -0.21 -5.69 -2.99  0.09
39 H 1.70 -4.26 -5.74  0.08
40 H 2.67 -3.07 -4.86  0.08
41 H 0.95 -2.76 -5.15  0.09
42 H -0.80 -3.87 -1.77  0.10
43 H -2.79 -0.62 -1.34  0.07
44 H -1.73 3.26 -2.80  0.10
45 H -1.70 5.22 0.11  0.09
46 H -1.81 5.26 -1.66  0.08
47 H -0.59 6.24 -0.83  0.09
48 H 0.33 4.16 1.26  0.08
49 H 1.34 5.22 0.27  0.09
50 H 1.63 3.47 0.27  0.05
51 H 0.10 4.40 -3.06  0.08
52 H 1.36 3.40 -2.33  0.07
53 H 1.37 5.16 -2.10  0.09
54 H -4.76 -0.18 -2.30  0.08
55 H -5.42 0.60 -3.74  0.09
56 H -5.15 1.55 -2.27  0.09
57 H -2.77 -1.00 -3.64  0.08
58 H -1.76 0.14 -4.53  0.09
59 H -3.40 -0.23 -5.11  0.09
60 H -3.79 3.20 -3.71  0.09
61 H -4.17 2.14 -5.08  0.08
62 H -2.48 2.57 -4.74  0.09
63 H 3.06 -2.36 -2.85  0.09
64 H 2.19 1.18 -2.21  0.09
65 H 3.39 1.85 -1.08  0.10
66 H 1.84 1.24 -0.48  0.05
67 H 3.95 -0.32 -3.13  0.09
68 H 4.83 -1.44 -2.07  0.09
69 H 5.11 0.29 -1.93  0.09
70 H 3.17 -0.33 1.12  0.02
71 H 4.69 0.30 0.45  0.09
72 H 4.36 -1.45 0.44  0.10
73 Cl 1.80 5.06 6.84  0.69
74 C 1.27 3.75 5.87  -0.72
75 C 0.15 3.01 6.22  -0.70
76 Cl -0.68 3.36 7.68  0.70
77 C -0.29 1.97 5.41  -0.58
78 Cl -1.69 1.07 5.86  0.80
79 C 0.38 1.60 4.24  -0.38
80 O -0.09 0.54 3.58  -0.29
81 C 1.54 2.35 3.92  -0.57
82 Cl 2.49 1.95 2.55  0.80
83 C 1.96 3.41 4.72  -0.70
84 Cl 3.39 4.27 4.29  0.70
85 N -2.56 1.25 2.42  -0.01
86 C -3.86 0.56 2.30  -0.19
87 C -4.09 -0.35 3.49  -0.09
88 C -2.90 -1.23 3.82  -0.63
89 O -2.92 -1.98 4.76  0.09
90 O -1.89 -1.11 3.01  -0.35
91 H -2.43 1.52 3.38  0.06
92 H -2.56 2.09 1.86  0.11
93 H -3.86 0.00 1.37  0.10
94 H -4.67 1.28 2.25  0.12
95 H -4.93 -1.01 3.30  0.13
96 H -4.34 0.22 4.38  0.12
97 C 2.43 -3.07 3.96  -0.15
98 C 1.16 -3.86 4.29  -0.14
99 C 0.13 -3.31 3.30  -0.18
100 O 0.68 -2.06 2.78  -0.28
101 C 1.85 -1.73 3.56  -0.19
102 H 2.96 -3.52 3.12  0.12
103 H 3.11 -2.98 4.81  0.12
104 H 0.84 -3.66 5.31  0.12
105 H 1.29 -4.93 4.16  0.11
106 H -0.83 -3.10 3.76  0.10
107 H -0.02 -3.96 2.45  0.10
108 H 1.56 -1.15 4.44  0.12
109 H 2.51 -1.14 2.93  0.09

molar mass	1096.95	Da
relative energy (zero: lowest compared OMol25 entry of this formula, charge and spin)	3.2	kcal per mole
LUMO	-1.472	eV
net charge	0
HOMO-LUMO gap	6.1	eV

***

(2)
This record from OMol25 describes a structure of composition C41H54ClIrNO4PSi. The level of theory is the ωB97M-V functional and the def2-TZVPD basis.

Last column: Löwdin charge in e.
Geometry (Å):
1 Ir 0.07 0.02 0.15  1.34
2 Cl -0.36 7.62 -0.28  0.64
3 C -0.06 5.94 0.11  -0.68
4 C 1.22 5.56 0.55  -0.09
5 C 1.50 4.25 0.83  0.01
6 C 0.51 3.22 0.69  -0.36
7 O 0.82 2.01 0.93  -0.17
8 C -0.79 3.66 0.29  -0.17
9 C -1.85 2.73 0.18  -0.21
10 O -1.82 1.54 0.51  -0.14
11 C -1.04 5.02 -0.02  -0.07
12 H 1.99 6.31 0.66  0.11
13 H 2.49 3.95 1.15  0.11
14 H -2.80 3.13 -0.22  0.14
15 H -2.04 5.30 -0.35  0.12
16 C -1.71 -0.98 -0.23  -0.34
17 Si -1.65 -2.72 -0.81  0.63
18 C -0.14 -3.29 0.13  -0.22
19 N 0.95 -2.30 0.01  -0.21
20 C 1.72 -2.58 -1.23  -0.16
21 C 3.05 -3.29 -0.97  -0.15
22 C 2.94 -4.31 0.16  -0.18
23 C 2.50 -3.63 1.47  -0.16
24 C 1.81 -2.29 1.21  -0.20
25 C -3.10 -3.74 -0.15  -0.22
26 C -3.25 -3.94 1.23  -0.11
27 C -4.27 -4.73 1.73  -0.09
28 C -5.18 -5.32 0.86  -0.09
29 C -5.06 -5.11 -0.51  -0.08
30 C -4.03 -4.33 -1.00  -0.08
31 C -1.62 -2.97 -2.66  -0.26
32 C -1.18 -4.17 -3.21  -0.11
33 C -1.21 -4.39 -4.58  -0.08
34 C -1.68 -3.39 -5.43  -0.08
35 C -2.13 -2.19 -4.90  -0.09
36 C -2.10 -1.98 -3.53  -0.11
37 H -2.07 -1.03 0.80  -0.01
38 H -2.39 -0.32 -0.77  0.02
39 H 0.20 -4.29 -0.19  0.09
40 H -0.42 -3.37 1.19  0.09
41 H 1.92 -1.65 -1.74  0.09
42 H 1.09 -3.19 -1.88  0.11
43 H 3.82 -2.56 -0.74  0.10
44 H 3.35 -3.79 -1.90  0.12
45 H 3.89 -4.82 0.30  0.11
46 H 2.21 -5.08 -0.13  0.10
47 H 3.37 -3.44 2.11  0.11
48 H 1.84 -4.30 2.02  0.10
49 H 2.55 -1.51 1.05  0.08
50 H 1.20 -2.00 2.07  0.10
51 H -2.55 -3.47 1.92  0.09
52 H -4.37 -4.88 2.80  0.10
53 H -5.97 -5.95 1.25  0.10
54 H -5.77 -5.57 -1.19  0.10
55 H -3.95 -4.17 -2.07  0.10
56 H -0.82 -4.96 -2.56  0.11
57 H -0.86 -5.33 -4.99  0.10
58 H -1.71 -3.56 -6.50  0.10
59 H -2.51 -1.42 -5.56  0.10
60 H -2.45 -1.04 -3.13  0.10
61 C -3.00 0.13 3.00  -0.16
62 P -1.24 0.25 3.32  0.60
63 C -0.98 -0.51 4.94  -0.16
64 C -0.88 1.99 3.58  -0.14
65 O -0.37 -0.46 2.31  -0.45
66 H -3.56 0.64 3.78  0.06
67 H -3.30 -0.92 2.95  0.05
68 H -3.20 0.60 2.03  0.04
69 H -1.65 -0.08 5.68  0.06
70 H 0.06 -0.33 5.24  0.06
71 H -1.14 -1.58 4.87  0.06
72 H -1.35 2.32 4.51  0.06
73 H -1.25 2.58 2.75  0.04
74 H 0.20 2.12 3.64  0.07
75 C 3.40 1.13 1.63  -0.07
76 C 4.43 1.06 0.51  -0.35
77 C 5.26 -0.23 0.62  -0.05
78 C 3.97 1.32 -0.93  -0.11
79 C 4.96 1.88 -1.73  -0.07
80 C 4.76 2.25 -3.04  -0.10
81 C 3.49 2.10 -3.56  -0.06
82 C 2.45 1.54 -2.83  -0.12
83 C 1.09 1.57 -3.51  -0.36
84 C 0.45 0.22 -3.82  -0.07
85 C 0.10 2.44 -2.74  -0.05
86 C 2.70 1.05 -1.51  -0.24
87 O 1.82 0.27 -0.86  -0.29
88 H 3.89 0.92 2.58  0.09
89 H 2.59 0.43 1.50  0.03
90 H 2.95 2.12 1.68  0.04
91 H 5.13 1.88 0.71  0.12
92 H 4.62 -1.11 0.61  0.05
93 H 5.83 -0.24 1.55  0.08
94 H 5.96 -0.32 -0.22  0.08
95 H 5.93 2.06 -1.28  0.11
96 H 5.56 2.68 -3.63  0.10
97 H 3.29 2.44 -4.57  0.11
98 H 1.26 2.06 -4.48  0.12
99 H 0.08 -0.26 -2.92  0.04
100 H 1.15 -0.45 -4.32  0.09
101 H -0.41 0.37 -4.49  0.07
102 H -0.23 1.91 -1.85  0.04
103 H -0.79 2.66 -3.34  0.09
104 H 0.55 3.39 -2.44  0.09

molar mass	911.62	Da
relative energy (zero: lowest compared OMol25 entry of this formula, charge and spin)	67.5	kcal per mole
LUMO (spin up / spin down)	-0.037 / -0.030	eV
net charge	0
HOMO-LUMO gap (spin up / spin down)	7.1 / 7.1	eV

***

(3)
This record from OMol25 describes a structure of composition C41H55Cl3I2N8OPRe. The level of theory is the ωB97M-V functional and the def2-TZVPD basis.

Last column: Löwdin spin population.
Geometry (Å):
1 Re 0.60 -0.05 0.54  2.18
2 I 2.51 3.43 7.46  0.00
3 C 2.22 2.41 5.67  0.01
4 C 3.11 1.42 5.29  0.00
5 C 2.90 0.75 4.09  0.01
6 I 4.21 -0.77 3.54  0.00
7 C 1.82 1.06 3.25  0.01
8 O 1.70 0.39 2.11  0.10
9 C 0.92 2.05 3.66  0.01
10 C -0.31 2.36 2.84  0.00
11 N -1.03 1.13 2.54  0.07
12 C -1.59 0.50 3.73  0.01
13 C -1.35 -0.98 3.89  0.00
14 C -1.95 -1.61 4.99  0.00
15 C -1.70 -2.94 5.23  0.00
16 C -0.84 -3.62 4.37  0.00
17 C -0.30 -2.91 3.31  0.00
18 N -0.55 -1.62 3.06  0.03
19 C 1.13 2.72 4.86  0.00
20 H 3.95 1.16 5.91  0.00
21 H -0.93 3.08 3.39  0.00
22 H -0.02 2.82 1.90  0.00
23 H -1.75 1.30 1.85  0.00
24 H -1.12 0.96 4.61  0.00
25 H -2.66 0.71 3.82  0.00
26 H -2.58 -1.03 5.66  0.00
27 H -2.14 -3.44 6.08  0.00
28 H -0.60 -4.66 4.51  0.00
29 H 0.37 -3.42 2.63  0.00
30 H 0.43 3.48 5.17  0.00
31 C 3.69 -0.42 -0.62  0.00
32 N 2.74 0.71 -0.54  0.04
33 C 2.57 1.26 -1.91  0.00
34 N 3.84 1.67 -2.49  0.00
35 C 4.74 0.51 -2.52  0.00
36 N 4.97 -0.03 -1.18  0.00
37 C 5.54 1.03 -0.34  0.00
38 N 4.65 2.20 -0.27  0.00
39 C 3.37 1.77 0.29  0.00
40 C 4.43 2.69 -1.62  0.00
41 H 3.25 -1.20 -1.25  0.00
42 H 3.85 -0.81 0.39  0.00
43 H 1.90 2.11 -1.85  0.00
44 H 2.11 0.50 -2.54  0.00
45 H 5.69 0.82 -2.95  0.00
46 H 4.31 -0.26 -3.15  0.00
47 H 6.49 1.34 -0.76  0.00
48 H 5.70 0.64 0.67  0.00
49 H 2.69 2.62 0.35  0.00
50 H 3.54 1.38 1.29  0.00
51 H 5.39 3.00 -2.05  0.00
52 H 3.76 3.56 -1.59  0.00
53 C 0.24 -1.74 -3.20  0.00
54 C -1.23 -1.30 -3.14  0.00
55 C -2.04 -2.10 -4.17  0.00
56 C -1.27 0.19 -3.52  0.00
57 P -1.88 -1.46 -1.39  0.05
58 N -0.76 -0.82 -0.44  0.15
59 C -3.47 -0.50 -1.13  0.01
60 C -4.07 -0.91 0.22  0.00
61 C -4.51 -0.71 -2.24  0.00
62 C -3.16 1.00 -1.02  0.00
63 C -2.14 -3.27 -0.94  0.01
64 C -0.92 -4.06 -1.44  0.00
65 C -2.17 -3.39 0.59  0.00
66 C -3.40 -3.90 -1.55  0.00
67 H 0.68 -1.33 -4.11  0.00
68 H 0.35 -2.82 -3.24  0.00
69 H 0.81 -1.37 -2.35  0.00
70 H -1.64 -1.86 -5.16  0.00
71 H -3.09 -1.85 -4.17  0.00
72 H -1.93 -3.17 -4.03  0.00
73 H -0.70 0.32 -4.44  0.00
74 H -0.81 0.83 -2.76  0.00
75 H -2.28 0.54 -3.71  0.00
76 H -4.48 -1.92 0.22  0.00
77 H -4.89 -0.23 0.44  0.00
78 H -3.34 -0.83 1.03  0.00
79 H -4.73 -1.76 -2.44  0.00
80 H -4.22 -0.24 -3.17  0.00
81 H -5.45 -0.24 -1.92  0.00
82 H -2.35 1.19 -0.32  0.00
83 H -4.06 1.50 -0.66  0.00
84 H -2.89 1.46 -1.97  0.00
85 H 0.02 -3.61 -1.11  0.00
86 H -0.89 -4.17 -2.52  0.00
87 H -0.98 -5.07 -1.01  0.00
88 H -1.60 -2.60 1.08  0.00
89 H -1.73 -4.35 0.88  0.00
90 H -3.18 -3.38 0.98  0.00
91 H -3.40 -3.89 -2.64  0.00
92 H -4.31 -3.44 -1.19  0.00
93 H -3.43 -4.95 -1.24  0.00
94 C 0.10 1.77 -0.24  0.01
95 C -0.27 2.80 -0.75  0.10
96 C -0.75 4.00 -1.37  0.01
97 C -1.79 4.73 -0.78  0.01
98 C -2.29 5.86 -1.39  0.00
99 C -1.77 6.28 -2.61  0.01
100 C -0.74 5.57 -3.20  0.00
101 C -0.23 4.44 -2.59  0.01
102 H -2.19 4.40 0.17  0.00
103 H -3.10 6.41 -0.93  0.00
104 H -2.17 7.17 -3.09  0.00
105 H -0.32 5.90 -4.15  0.00
106 H 0.57 3.88 -3.06  0.00
107 Cl 2.09 -5.53 0.75  0.00
108 C 3.00 -4.13 0.17  0.00
109 Cl 4.55 -3.98 0.99  0.00
110 Cl 3.21 -4.20 -1.58  0.01
111 C 2.20 -2.93 0.47  0.05
112 N 1.56 -2.01 0.70  0.03

molar mass	1253.29	Da
relative energy (zero: lowest compared OMol25 entry of this formula, charge and spin)	30.8	kcal per mole
multiplicity	4
LUMO (spin up / spin down)	-2.601 / -3.282	eV
net charge	+1
HOMO-LUMO gap (spin up / spin down)	6.9 / 6.8	eV

***

(4)
This record from OMol25 describes a structure of composition C41H55N11O6S3Zr. The level of theory is the ωB97M-V functional and the def2-TZVPD basis.

Last column: Löwdin charge in e.
Geometry (Å):
1 Zr 0.34 0.42 0.67  1.76
2 C -1.96 5.34 1.41  0.00
3 C -1.40 4.14 0.70  -0.29
4 N -2.06 3.33 -0.03  0.05
5 O -3.40 3.62 -0.07  -0.01
6 C 0.05 3.82 0.82  -0.27
7 C 1.08 4.88 0.98  0.02
8 N 0.32 2.57 0.83  -0.19
9 O 1.58 2.07 0.90  -0.30
10 H -2.99 5.14 1.70  0.09
11 H -1.97 6.21 0.75  0.10
12 H -1.37 5.58 2.29  0.09
13 H -3.77 2.91 -0.60  0.09
14 H 0.84 5.75 0.37  0.10
15 H 2.06 4.49 0.71  0.09
16 H 1.12 5.21 2.02  0.10
17 N 5.62 -4.11 -4.70  0.14
18 C 4.91 -3.50 -3.73  -0.30
19 C 5.25 -2.21 -3.29  -0.01
20 C 4.52 -1.58 -2.31  -0.06
21 C 3.43 -2.24 -1.75  -0.33
22 C 3.07 -3.52 -2.16  -0.06
23 C 3.80 -4.14 -3.14  -0.01
24 S 2.51 -1.46 -0.52  0.62
25 O 1.97 -2.46 0.39  -0.33
26 O 3.28 -0.39 0.08  -0.30
27 N 1.15 -0.74 -1.09  -0.23
28 C 1.22 0.29 -2.01  -0.50
29 N 1.94 0.24 -3.12  0.18
30 C 1.89 1.33 -3.88  -0.08
31 C 1.13 2.45 -3.56  -0.02
32 C 0.42 2.40 -2.38  -0.10
33 N 0.46 1.31 -1.61  0.02
34 H 6.47 -3.70 -5.05  0.11
35 H 5.44 -5.07 -4.94  0.11
36 H 6.11 -1.71 -3.73  0.12
37 H 4.79 -0.59 -1.97  0.12
38 H 2.24 -4.03 -1.69  0.11
39 H 3.54 -5.15 -3.46  0.12
40 H 2.48 1.30 -4.79  0.12
41 H 1.11 3.32 -4.20  0.11
42 H -0.19 3.22 -2.03  0.11
43 O -0.50 -1.71 1.06  -0.20
44 H -1.13 -1.83 0.32  -0.04
45 H 0.27 -2.30 0.88  0.03
46 N -5.70 1.04 5.10  0.19
47 C -4.39 1.29 5.31  -0.49
48 O -3.92 1.62 6.37  0.09
49 C -3.47 1.12 4.12  -0.10
50 C -3.69 0.21 3.10  0.03
51 C -2.72 0.06 2.12  -0.13
52 N -1.59 0.77 2.09  -0.04
53 C -1.39 1.65 3.09  -0.13
54 C -2.29 1.85 4.11  0.03
55 H -6.34 1.19 5.86  0.13
56 H -6.09 0.95 4.17  0.11
57 H -4.57 -0.42 3.06  0.13
58 H -2.86 -0.68 1.34  0.04
59 H -0.47 2.21 3.07  0.10
60 H -2.08 2.54 4.92  0.14
61 C -3.00 -3.81 -4.69  -0.10
62 C -2.69 -4.64 -3.44  -0.25
63 C -2.28 -3.83 -2.21  -0.20
64 C -1.00 -3.00 -2.39  -0.19
65 N -1.19 -1.76 -3.13  0.04
66 C -1.76 -0.64 -2.69  -0.72
67 S -2.26 -0.41 -1.06  0.75
68 N -1.93 0.34 -3.58  0.03
69 C -2.62 1.61 -3.34  -0.23
70 C -4.14 1.49 -3.43  -0.20
71 C -4.64 0.90 -4.74  -0.26
72 C -4.22 1.68 -5.98  -0.10
73 H -3.45 -4.44 -5.46  0.08
74 H -2.10 -3.37 -5.13  0.06
75 H -3.70 -3.00 -4.46  0.07
76 H -1.91 -5.36 -3.67  0.11
77 H -3.57 -5.22 -3.17  0.11
78 H -2.11 -4.51 -1.38  0.12
79 H -3.09 -3.16 -1.91  0.10
80 H -0.25 -3.57 -2.94  0.13
81 H -0.55 -2.75 -1.43  0.07
82 H -0.95 -1.79 -4.11  0.14
83 H -1.74 0.12 -4.55  0.15
84 H -2.24 2.31 -4.08  0.12
85 H -2.31 1.96 -2.36  0.05
86 H -4.55 2.50 -3.31  0.12
87 H -4.50 0.89 -2.59  0.09
88 H -5.73 0.85 -4.70  0.11
89 H -4.31 -0.14 -4.82  0.09
90 H -4.55 2.72 -5.92  0.08
91 H -4.65 1.24 -6.88  0.08
92 H -3.13 1.69 -6.12  0.06
93 N 1.20 -0.19 2.57  -0.43
94 S 2.26 0.64 3.48  1.12
95 C 1.78 0.29 5.17  -0.40
96 C 0.53 -0.24 5.44  -0.08
97 C 0.15 -0.41 6.77  -0.05
98 C 1.02 -0.06 7.79  -0.05
99 C 2.27 0.47 7.50  -0.05
100 C 2.66 0.65 6.18  -0.07
101 C 3.83 -0.16 3.35  -0.41
102 C 4.82 0.52 2.66  -0.08
103 C 6.04 -0.10 2.47  -0.05
104 C 6.26 -1.37 2.97  -0.04
105 C 5.25 -2.05 3.65  -0.04
106 C 4.03 -1.44 3.86  -0.06
107 H 1.26 -1.19 2.76  0.04
108 H -0.14 -0.50 4.64  0.09
109 H -0.82 -0.81 7.00  0.12
110 H 0.72 -0.19 8.82  0.12
111 H 2.95 0.74 8.30  0.12
112 H 3.64 1.06 5.95  0.12
113 H 4.62 1.51 2.26  0.12
114 H 6.83 0.42 1.94  0.12
115 H 7.21 -1.85 2.82  0.12
116 H 5.43 -3.04 4.04  0.12
117 H 3.24 -1.94 4.41  0.12

molar mass	985.39	Da
relative energy (zero: lowest compared OMol25 entry of this formula, charge and spin)	27.5	kcal per mole
LUMO	-4.841	eV
net charge	+2
HOMO-LUMO gap	7.4	eV